35
Properties=species:S:1:pos:R:3 method="wB97M-V/def2-TZVPD" lumo_energy_ev=0.55 smiles="CCCc1nc2c(nnn2Cc2ccccc2Cl)c(=O)[nH]1" gap_ev=9.6
C 3.7848 1.2457 1.0730
C 2.5819 1.9211 0.4271
C 1.2941 1.7321 1.2439
C 0.8990 0.2915 1.2732
N 0.3070 -0.2048 0.2357
C 0.0233 -1.5210 0.3400
C 0.2885 -2.3588 1.4344
N -0.1780 -3.5917 1.1214
N -0.6856 -3.5560 -0.0413
N -0.5823 -2.3212 -0.5583
C -1.0748 -1.9825 -1.8691
C -1.8619 -0.7018 -1.7929
C -3.1299 -0.7132 -1.2239
C -3.8609 0.4516 -1.0821
C -3.3265 1.6553 -1.5099
C -2.0656 1.6899 -2.0766
C -1.3388 0.5175 -2.2119
Cl 0.2333 0.6080 -2.9166
C 0.9510 -1.8151 2.5917
O 1.2878 -2.3292 3.6286
N 1.2111 -0.4394 2.3760
H 3.6424 0.1690 1.1340
H 4.6798 1.4338 0.4854
H 3.9515 1.6318 2.0770
H 2.4207 1.5138 -0.5717
H 2.7741 2.9910 0.3303
H 0.4898 2.2918 0.7652
H 1.4382 2.1079 2.2582
H -0.2299 -1.8751 -2.5564
H -1.7001 -2.8183 -2.1917
H -3.5400 -1.6540 -0.8864
H -4.8437 0.4202 -0.6377
H -3.8893 2.5699 -1.4022
H -1.6388 2.6224 -2.4118
H 1.6873 0.0178 3.1456